Arrangement i

DFT (ωB97M-V/def2-TZVPD) results for a single C3H2O3 molecule.

Cartesian coordinates (Å):
1 C -1.1945 0.1494 -0.1663
2 C 0.2639 0.6490 0.1666
3 C 0.9434 -0.6248 -0.0747
4 O -2.1979 0.7871 -0.1234
5 O -0.9694 -1.0867 -0.4715
6 O 0.8054 -0.2483 1.1495
7 H 0.7185 1.6254 0.1108
8 H 1.6306 -1.2512 -0.5910

Its total charge is 0.

Arrangement ii

DFT (ωB97M-V/def2-TZVPD) results for a single C3H2O3 molecule.

Cartesian coordinates (Å):
1 O -0.8956 -1.5761 -0.4849
2 C -1.0550 -0.6675 0.2775
3 C -0.2871 0.6159 0.0025
4 O -0.7606 1.7059 -0.1109
5 C 1.2298 0.2810 -0.2572
6 O 1.7828 -0.6736 0.2022
7 H -1.7706 -0.8178 1.1468
8 H 1.7562 1.1322 -0.7759

As for the structure (SMILES): O=CC(=O)C=O. Its total charge is 0.

Arrangement iii

DFT (ωB97M-V/def2-TZVPD) results for a 2-piece molecular cluster, C3H2O3 overall.

Cartesian coordinates (Å):
1 C -0.5040 1.2372 -1.7017
2 C 0.0308 -0.7085 0.9979
3 C 1.2729 -0.4626 0.2423
4 O -0.8711 1.6231 -0.6997
5 O -0.3568 1.0208 -2.8116
6 O 1.3683 -1.1759 1.3165
7 H -0.1676 -0.0202 1.7562
8 H -0.7726 -1.5139 0.9001

Its total charge is 0.

Arrangement iv

DFT (ωB97M-V/def2-TZVPD) results for a single C3H2O3 molecule.

Cartesian coordinates (Å):
1 O -1.5460 -0.4070 1.2225
2 C -0.9298 0.5308 0.7888
3 C -0.0050 0.3819 -0.4170
4 O -0.0216 1.1952 -1.3101
5 C 0.9394 -0.8184 -0.4765
6 O 1.2198 -1.4609 0.5008
7 H -1.0422 1.5649 1.1677
8 H 1.3854 -0.9864 -1.4762

As for the structure (SMILES): O=CC(=O)C=O. Its total charge is 0.

arrangement iv comes first in stability; the runner-up is 0.0062 hartree higher.